one.
Entry from OMol25: a molecular structure, C20H21BF6N15NaO6S2 (the ωB97M-V functional and the def2-TZVPD basis).

```
72
C20H21BF6N15NaO6S2 (the ωB97M-V functional and the def2-TZVPD basis)
Na 0.136 -0.109 -0.801
C -0.589 -1.411 4.252
C -0.830 -1.620 2.886
N -1.299 -0.530 2.304
N -1.395 0.397 3.272
C -0.969 -0.099 4.446
B -1.827 1.859 3.022
N -0.646 2.671 2.463
C 0.087 3.577 3.132
C 1.092 4.020 2.296
C 0.871 3.311 1.104
N -0.164 2.493 1.223
N -3.078 1.971 2.146
C -4.293 2.319 2.608
C -5.183 2.288 1.557
C -4.385 1.890 0.471
N -3.130 1.702 0.832
H -0.192 -2.100 4.976
H -0.643 -2.496 2.292
H -0.973 0.518 5.328
H -2.111 2.335 4.104
H -0.168 3.835 4.146
H 1.860 4.742 2.509
H 1.419 3.322 0.178
H -4.425 2.559 3.648
H -6.235 2.512 1.574
H -4.671 1.727 -0.555
F 0.193 -2.655 -6.032
C 0.874 -2.544 -4.883
F 1.057 -3.779 -4.404
F 2.078 -2.023 -5.160
S 0.038 -1.432 -3.673
O 0.842 -1.515 -2.485
O -0.065 -0.166 -4.338
N -1.344 -2.212 -3.561
S -2.296 -1.959 -2.338
O -1.737 -1.087 -1.333
O -2.926 -3.180 -1.930
C -3.670 -0.942 -3.046
F -4.221 -1.512 -4.130
F -3.245 0.273 -3.405
F -4.640 -0.796 -2.131
N -0.367 1.969 -1.914
N 0.887 2.555 -2.221
C 2.069 1.754 -1.995
O 3.037 2.085 -2.697
O 1.983 0.890 -1.102
H -0.871 1.732 -2.761
H -0.914 2.584 -1.323
H 0.931 2.980 -3.140
N 0.152 -4.249 -0.807
C 1.378 -4.053 -0.277
N 2.373 -4.884 -0.611
C 3.510 -4.632 0.031
N 4.573 -5.462 -0.242
N 3.730 -3.663 0.923
C 2.667 -2.878 1.127
N 1.480 -3.029 0.581
C 2.833 -1.694 2.020
C 3.805 -1.677 3.012
C 3.892 -0.549 3.812
C 3.026 0.503 3.569
C 2.099 0.386 2.538
N 1.992 -0.694 1.783
H 0.082 -4.763 -1.668
H -0.487 -3.484 -0.663
H 4.505 -5.941 -1.124
H 5.465 -5.049 -0.025
H 4.463 -2.527 3.132
H 4.626 -0.494 4.609
H 3.056 1.411 4.154
H 1.420 1.195 2.313
```

LUMO level: 3.9578 eV
Charge: -2
HOMO level: -2.78 eV


two.
Entry from OMol25: a molecular structure, C20H21BF6N15NaO6S2 (the ωB97M-V functional and the def2-TZVPD basis).

```
72
C20H21BF6N15NaO6S2 (the ωB97M-V functional and the def2-TZVPD basis)
Na 0.981 0.750 0.443
C 3.126 0.047 4.461
C 2.963 0.203 3.073
N 1.683 0.138 2.740
N 0.998 -0.061 3.881
C 1.841 -0.115 4.931
B -0.527 -0.237 3.909
N -0.953 -1.565 3.243
C -1.862 -2.447 3.705
C -1.956 -3.483 2.798
C -1.030 -3.136 1.799
N -0.448 -1.978 2.065
N -1.227 0.960 3.221
C -1.909 1.947 3.826
C -2.314 2.849 2.862
C -1.812 2.311 1.668
N -1.159 1.178 1.894
H 4.042 0.049 5.027
H 3.703 0.337 2.299
H 1.458 -0.273 5.927
H -0.898 -0.257 5.063
H -2.364 -2.271 4.642
H -2.584 -4.356 2.855
H -0.766 -3.664 0.895
H -2.049 1.933 4.894
H -2.870 3.760 3.001
H -1.882 2.690 0.661
F 3.318 3.095 -1.510
C 3.032 4.237 -0.906
F 3.872 4.413 0.121
F 3.230 5.243 -1.773
S 1.295 4.234 -0.291
O 1.262 3.148 0.650
O 1.082 5.569 0.186
N 0.496 4.005 -1.616
S -0.120 2.694 -2.201
O -0.495 1.696 -1.232
O 0.498 2.283 -3.425
C -1.750 3.365 -2.737
F -2.449 3.843 -1.700
F -2.470 2.387 -3.302
F -1.618 4.349 -3.635
N 2.198 -2.520 0.163
N 3.556 -2.113 0.156
C 3.905 -0.828 -0.350
O 5.094 -0.687 -0.695
O 2.970 0.018 -0.385
H 1.776 -2.197 1.028
H 1.707 -2.011 -0.572
H 4.163 -2.826 -0.214
N -2.696 -1.446 0.669
C -2.631 -1.743 -0.627
N -3.742 -2.207 -1.230
C -3.584 -2.445 -2.524
N -4.673 -2.964 -3.195
N -2.482 -2.250 -3.244
C -1.440 -1.797 -2.527
N -1.446 -1.556 -1.236
C -0.176 -1.521 -3.281
C -0.134 -1.717 -4.657
C 1.041 -1.425 -5.329
C 2.120 -0.946 -4.606
C 1.984 -0.787 -3.232
N 0.863 -1.076 -2.580
H -3.574 -1.527 1.145
H -1.902 -0.998 1.117
H -5.554 -2.777 -2.746
H -4.645 -2.805 -4.189
H -1.013 -2.084 -5.166
H 1.108 -1.562 -6.402
H 3.055 -0.687 -5.086
H 2.787 -0.388 -2.621
```

LUMO level: 3.9605 eV
Charge: -2
HOMO level: -2.92 eV


Calculated relative energies: one 0.0268; two 0.0000, given in hartree


one.
Entry from OMol25: a gas-phase ion, C4H12NS (charge +1) (the ωB97M-V functional and the def2-TZVPD basis).

```
18
C4H12NS (the ωB97M-V functional and the def2-TZVPD basis)
C 1.777 -0.311 -1.251
C 0.613 0.321 -0.499
N 1.094 0.225 1.003
C -0.784 -0.257 -0.645
C -1.763 -0.287 0.507
S -1.948 1.387 1.185
H 2.153 -1.200 -0.761
H 2.589 0.403 -1.404
H 1.440 -0.678 -2.214
H 0.519 1.386 -0.686
H 0.425 0.663 1.659
H 1.908 0.838 1.018
H 1.251 -0.749 1.246
H -1.266 0.162 -1.531
H -0.735 -1.300 -1.015
H -1.621 -1.083 1.237
H -2.737 -0.675 0.161
H -2.917 1.156 1.987
```

LUMO level: -3.3670 eV
Structure (SMILES): C[C@H]([NH3+])CCS
Charge: +1
HOMO level: -13.21 eV


two.
Entry from OMol25: a gas-phase ion, C4H12NS (charge +1) (the ωB97M-V functional and the def2-TZVPD basis).

```
18
C4H12NS (the ωB97M-V functional and the def2-TZVPD basis)
C -0.020 0.774 1.157
C -0.274 0.428 -0.314
C 0.262 1.534 -1.348
C 0.224 -0.987 -0.671
N -0.650 -2.016 0.121
S 1.995 -1.327 -0.219
H 1.048 1.059 1.345
H -0.672 1.686 1.396
H -0.335 -0.082 1.800
H -1.438 0.359 -0.876
H 1.178 1.153 -1.882
H -0.485 1.674 -2.213
H 0.412 2.443 -0.786
H 0.046 -1.182 -1.776
H -0.652 -2.950 -0.171
H -1.620 -1.555 -0.149
H -0.509 -1.905 1.186
H 2.288 -2.111 -1.266
```

LUMO level: -3.6500 eV
Structure (SMILES): CC(C)[C@H]([NH3+])S
Charge: +1
HOMO level: -13.98 eV


Calculated relative energies: one 0.0000; two 0.0471, given in hartree


one.
Entry from OMol25: a molecular structure, C4H12NS (the ωB97M-V functional and the def2-TZVPD basis).

```
18
C4H12NS (the ωB97M-V functional and the def2-TZVPD basis)
C 0.077 0.631 -1.535
C 1.568 0.989 0.356
C -1.184 -1.662 1.063
C 0.170 0.671 -0.044
N -0.089 -1.136 0.275
S -1.035 1.535 0.839
H -0.787 0.096 -1.860
H 1.050 0.349 -2.016
H -0.083 1.560 -2.055
H 1.868 0.203 1.113
H 1.832 2.034 0.757
H 2.253 1.054 -0.365
H -0.938 -1.598 2.124
H -1.963 -0.836 0.900
H -1.498 -2.532 0.595
H -0.165 -1.625 -0.652
H 0.856 -1.391 0.709
H -1.933 1.659 -0.206
```

LUMO level: -3.1725 eV
Charge: +1
HOMO level: -14.27 eV


two.
Entry from OMol25: 2 unconnected molecules or ions with the total composition C4H12NS (the ωB97M-V functional and the def2-TZVPD basis).

```
18
C4H12NS (the ωB97M-V functional and the def2-TZVPD basis)
C -2.767 0.061 -0.368
C -0.726 1.312 -0.869
N -1.325 0.342 -0.313
H -3.232 0.536 0.495
H -2.892 -1.013 -0.444
H -3.193 0.534 -1.250
H -1.304 2.122 -1.305
H 0.349 1.380 -0.982
H -0.774 -0.306 0.265
C 1.252 -0.060 1.376
C 1.910 -0.431 0.041
S 3.103 -1.836 0.144
H 2.027 0.136 2.117
H 0.673 -0.884 1.801
H 0.660 0.843 1.255
H 1.148 -0.733 -0.675
H 2.452 0.438 -0.331
H 2.638 -2.439 -0.955
```

LUMO level: -5.4137 eV
Charge: +1
HOMO level: -12.27 eV


three.
Entry from OMol25: a gas-phase ion, C4H12NS (charge +1) (the ωB97M-V functional and the def2-TZVPD basis).

```
18
C4H12NS (the ωB97M-V functional and the def2-TZVPD basis)
C 1.384 -0.970 1.694
S 1.604 -0.367 -0.062
N -0.100 0.225 -0.477
C -0.591 1.272 0.562
C 0.113 0.809 -1.757
C -0.988 -0.901 -0.536
H 2.298 -1.599 1.926
H 0.642 -1.670 1.532
H 1.116 -0.427 2.554
H -1.164 0.679 1.233
H 0.287 1.529 1.121
H -1.212 1.913 0.028
H -0.850 1.226 -2.076
H 0.866 1.673 -1.650
H 0.308 0.016 -2.574
H -0.749 -1.658 -1.285
H -1.047 -1.367 0.472
H -1.916 -0.383 -0.706
```

LUMO level: -3.6263 eV
Structure (SMILES): CS[N+](C)(C)C
Charge: +1
HOMO level: -14.10 eV


Calculated relative energies: one 0.0148; two 0.0000; three 0.0201, given in hartree


one.
Entry from OMol25: a molecular structure, CH2Cl2O2P (the ωB97M-V functional and the def2-TZVPD basis).

```
8
CH2Cl2O2P (the ωB97M-V functional and the def2-TZVPD basis)
C 0.117 -0.412 -0.058
O -1.672 -2.170 1.243
O -1.911 -1.922 -1.304
P -1.408 -1.464 -0.038
Cl 1.282 -1.704 0.120
Cl -2.759 0.974 -0.003
H 0.296 0.248 0.865
H -0.114 0.137 -1.029
```

LUMO level: 3.2671 eV
Charge: -1
HOMO level: -5.33 eV


two.
Entry from OMol25: 2 unconnected molecules or ions with the total composition CH2Cl2O2P (the ωB97M-V functional and the def2-TZVPD basis).

```
8
CH2Cl2O2P (the ωB97M-V functional and the def2-TZVPD basis)
C -0.194 0.433 0.105
O -3.587 -1.106 -0.842
O -3.609 -1.517 1.675
P -2.826 -1.446 0.396
Cl -0.612 2.084 -0.171
Cl -1.976 -3.314 0.116
H 0.256 -0.150 -0.770
H 0.159 0.390 1.197
```

LUMO level (alpha / beta): 3.1354 / 3.3316 eV
Charge: -1
HOMO level (alpha / beta): -3.57 / -5.12 eV


Calculated relative energies: one 0.0000; two 0.0834, given in hartree


one.
Entry from OMol25: 2 unconnected molecules or ions with the total composition C3H2OS (the ωB97M-V functional and the def2-TZVPD basis).

```
7
C3H2OS (the ωB97M-V functional and the def2-TZVPD basis)
C -0.038 -0.010 0.006
C 2.164 -0.344 -0.315
C 3.420 -0.454 -0.504
O 4.820 1.559 0.032
S 5.024 0.180 -0.435
H -0.679 -0.753 -0.370
H 0.229 0.920 -0.245
```

LUMO level (alpha / beta): -1.7926 / -1.2085 eV
HOMO level (alpha / beta): -8.49 / -10.13 eV


two.
Entry from OMol25: C3H2OS in the gas phase (the ωB97M-V functional and the def2-TZVPD basis).

```
7
C3H2OS (the ωB97M-V functional and the def2-TZVPD basis)
C -1.482 -0.966 -1.034
C -0.662 -0.869 -0.033
C 0.397 -0.085 0.731
O 0.632 -0.281 1.920
S 1.478 1.037 -0.348
H -2.019 -1.019 -2.083
H 1.656 2.184 0.847
```

LUMO level: -0.5626 eV
Structure (SMILES): C#CC(=O)S
HOMO level: -10.01 eV


Calculated relative energies: one 0.1816; two 0.0000, given in hartree


one.
Entry from OMol25: 2 unconnected molecules or ions with the total composition C4H9N2O3 (the ωB97M-V functional and the def2-TZVPD basis).

```
18
C4H9N2O3 (the ωB97M-V functional and the def2-TZVPD basis)
C -0.031 -1.650 0.301
C -0.305 -0.565 -0.369
C -0.498 0.977 1.673
C -1.100 0.606 0.222
N 1.752 -1.956 -2.572
N 2.623 -1.994 -1.604
O 3.550 -2.787 -1.762
O 0.077 -0.306 -1.710
O -1.216 1.751 -0.582
H -0.298 -1.661 1.288
H 0.008 0.032 2.162
H -1.263 1.331 2.416
H 0.277 1.647 1.575
H -2.090 0.218 0.362
H 1.821 -2.662 -3.313
H 0.652 -2.356 0.026
H 0.918 -0.999 -2.023
H -0.436 1.853 -1.134
```

LUMO level: 3.7453 eV
Charge: -1
HOMO level: -4.13 eV


two.
Entry from OMol25: 2 unconnected molecules or ions with the total composition C4H9N2O3 (the ωB97M-V functional and the def2-TZVPD basis).

```
18
C4H9N2O3 (the ωB97M-V functional and the def2-TZVPD basis)
C 1.579 -1.327 -0.854
C -0.776 -0.721 -1.039
C 0.949 1.120 -0.505
C 0.542 -0.347 -0.230
N -1.036 1.394 1.966
N -2.097 0.994 2.388
O -2.708 -0.027 2.347
O -2.425 2.067 3.046
O 0.648 -0.564 1.135
H 1.017 -2.217 -1.007
H 2.079 -0.863 -1.727
H 2.223 -1.532 -0.053
H -1.444 -1.286 -0.503
H -0.485 -1.122 -1.940
H -1.292 0.238 -1.268
H 0.265 1.572 -1.204
H 1.079 1.672 0.426
H 1.883 0.950 -0.980
```

LUMO level (alpha / beta): 2.3196 / 2.3187 eV
Charge: -1
HOMO level (alpha / beta): -3.57 / -3.57 eV


Calculated relative energies: one 0.0000; two 0.1864, given in hartree